A 7-piece molecular cluster, C29H75N5O7 overall in a non-equilibrium geometry, computed with ωB97M-V/def2-TZVPD.

The geometry in ORCA input format:
```
! wB97M-V def2-TZVPD RIJCOSX def2/J DEFGRID3
* xyz 0 1
C 3.3449 -4.9587 2.4983
C 2.0734 -4.2678 3.0175
C 1.8489 -2.8932 2.4035
O 2.9883 -2.1248 2.6979
C 2.8977 -0.8198 2.1534
N 0.9167 -5.1790 2.7454
H 3.5570 -5.7917 3.1731
H 4.2098 -4.2928 2.5505
H 3.2561 -5.3364 1.4798
H 2.1800 -4.1558 4.0965
H 0.9767 -2.4221 2.8889
H 1.5922 -2.9146 1.3363
H 2.0152 -0.3410 2.5944
H 2.8323 -0.8252 1.0622
H 3.7905 -0.2645 2.4336
H 0.8149 -5.2296 1.7277
H 1.3024 -6.1105 2.8967
C -5.8790 -3.1687 -4.6935
C -4.6688 -3.9836 -4.2150
C -4.5380 -3.9664 -2.6901
O -4.6202 -2.6491 -2.1504
C -3.3691 -1.9981 -2.1368
N -4.6843 -5.3702 -4.6822
H -5.7178 -2.1041 -4.5540
H -6.7541 -3.4577 -4.1083
H -5.9829 -3.4125 -5.7504
H -3.8012 -3.5073 -4.6817
H -3.6389 -4.4944 -2.3475
H -5.3714 -4.4841 -2.2025
H -3.4630 -0.9803 -1.7650
H -2.9319 -1.9051 -3.1392
H -2.6265 -2.5747 -1.5756
H -5.4686 -5.8462 -4.2411
H -3.8604 -5.8756 -4.3785
C -2.1796 3.4035 0.2498
C -2.5663 2.7643 -1.0824
C -3.2924 3.6877 -2.0429
O -3.5277 3.0272 -3.2717
C -4.3134 3.7643 -4.1692
N -1.2660 2.4111 -1.7291
H -3.1010 3.6173 0.8020
H -1.6418 4.3477 0.1470
H -1.5573 2.7124 0.8137
H -3.1109 1.8590 -0.8107
H -2.7654 4.6219 -2.2868
H -4.2911 3.9488 -1.6447
H -5.2576 4.0490 -3.6955
H -4.4976 3.1419 -5.0404
H -3.8138 4.6733 -4.5222
H -0.7872 3.2761 -1.9545
H -1.5055 1.9398 -2.5981
C -3.1964 -5.6897 1.0243
C -2.4398 -4.4729 1.5308
C -3.2743 -3.2165 1.4037
O -2.5378 -2.0872 1.8631
C -3.2858 -0.9055 1.8570
N -2.0440 -4.6760 2.9422
H -4.1852 -5.8066 1.4813
H -2.7290 -6.6527 1.2292
H -3.3820 -5.6299 -0.0543
H -1.5712 -4.3117 0.8699
H -4.1446 -3.4084 2.0523
H -3.6722 -2.9444 0.4222
H -4.2409 -1.0422 2.3820
H -3.5431 -0.5252 0.8590
H -2.7235 -0.1398 2.3933
H -2.0955 -3.7171 3.2872
H -1.0452 -4.9194 2.9936
C 6.0192 4.7848 1.5223
C 4.7448 5.1429 2.3126
C 4.4072 6.6641 2.1274
C 3.6383 6.9386 0.8219
C 2.4228 6.0035 0.6673
C 2.7368 4.4879 0.8514
N 3.5774 4.3658 2.0252
O 3.7481 2.9957 2.3616
C 1.3755 3.8291 1.0688
C 3.4388 3.9233 -0.3970
C 5.0605 5.1036 3.8226
H 5.8576 4.9370 0.4561
H 6.0969 3.6948 1.6202
H 6.9758 5.1767 1.8565
H 3.9644 7.1891 2.9690
H 5.4078 7.0832 1.9813
H 4.3131 6.8436 -0.0307
H 3.2634 7.9636 0.7931
H 2.1109 6.1666 -0.3672
H 1.6147 6.2118 1.3653
H 0.6700 4.0489 0.2675
H 1.4152 2.7376 1.1171
H 0.8997 4.1214 2.0091
H 3.9466 2.9696 -0.2240
H 2.7439 3.5791 -1.1705
H 4.1482 4.6776 -0.7269
H 4.2532 5.5001 4.4347
H 6.0078 5.5944 4.0450
H 5.2268 4.0725 4.1610
H 3.3419 2.9032 3.2309
C 2.7927 -3.4037 -3.3162
C 2.4673 -2.7658 -1.9785
O 1.1182 -3.0796 -1.6558
H 3.8640 -3.3778 -3.5180
H 2.3202 -2.8204 -4.1122
H 2.3978 -4.4129 -3.4061
H 2.6873 -1.6964 -1.9454
H 3.0600 -3.2462 -1.1855
H 0.7605 -2.5107 -0.9485
C 0.8117 0.2925 -0.7483
C -0.2480 -0.1583 0.2533
O -0.1920 -1.5833 0.3421
H 0.6263 -0.1615 -1.7208
H 1.8027 0.0052 -0.3896
H 0.7908 1.3718 -0.8335
H -1.2312 0.1412 -0.1131
H 0.0094 0.2217 1.2472
H -0.9014 -1.9200 0.9122
*
```

HOMO = -8.43 eV
electronic energy = -1950.227942 a.u.
E_LUMO = 0.54 eV
frontier orbital gap = 8.97 eV
relative energy (zero: lowest compared OMol25 entry of this formula, charge and spin) = 0.00 kJ/mol